10 unconnected molecules or ions with the total composition C5H28N2O9, computed with ωB97M-V/def2-TZVPD.

Summary:
ΔE to the lowest compared entry with this formula, charge and spin: 371.2 kJ/mol
E_tot: -993.9295 Eh
E_HOMO: -9.30 eV
Orbital gap: 9.5600 eV
SMILES: C=N/C=C/CCN.O.O.O.O.O.O.O.O.O

The geometry in ORCA input format:
```
! RIJCOSX wB97M-V def2-TZVPD def2/J DEFGRID3
* xyz 0 1
C -2.192 -1.190 -3.222
N -1.967 -0.440 -2.254
C -2.613 -0.611 -0.938
C -1.913 -0.306 0.173
C -2.472 -0.393 1.546
C -1.600 0.272 2.593
N -0.257 -0.311 2.823
H -2.800 -2.111 -3.259
H -1.696 -0.928 -4.204
H -3.629 -1.015 -0.992
H -0.896 -0.051 0.054
H -2.717 -1.415 1.862
H -3.438 0.147 1.516
H -2.150 0.282 3.611
H -1.431 1.317 2.406
H 0.374 -0.015 2.082
H 0.087 0.204 3.631
O 2.168 1.145 -3.300
H 1.356 1.193 -2.768
H 2.494 2.043 -3.396
O 2.492 3.685 0.087
H 2.548 3.569 -0.858
H 3.146 3.140 0.534
O 2.997 -1.523 -0.450
H 3.086 -2.474 -0.315
H 3.143 -1.373 -1.390
O -1.241 -3.174 2.955
H -0.648 -2.380 2.823
H -1.990 -2.645 3.300
O -1.128 -3.990 0.365
H -1.444 -3.611 1.206
H -0.235 -4.263 0.586
O -0.395 1.749 -2.797
H -1.102 1.135 -2.452
H -0.756 2.037 -3.641
O 3.815 1.311 1.673
H 3.707 0.442 2.086
H 2.879 1.405 1.353
O -0.218 2.538 -0.090
H -0.559 2.308 -0.962
H 0.402 3.263 -0.193
O 1.463 0.451 0.580
H 1.086 1.226 0.155
H 1.771 -0.306 0.048
*
```



9 unconnected molecules or ions with the total composition C5H28N2O9, computed with ωB97M-V/def2-TZVPD.

Summary:
ΔE to the lowest compared entry with this formula, charge and spin: 304.9 kJ/mol
E_tot: -993.9547 Eh
E_HOMO: -8.90 eV
Orbital gap: 9.0056 eV
SMILES: CC(=O)N(C)CCN.O.O.O.O.O.O.O.O

The geometry in ORCA input format:
```
! RIJCOSX wB97M-V def2-TZVPD def2/J DEFGRID3
* xyz 0 1
C 1.155 -0.716 3.331
C 1.544 -1.069 1.934
O 1.590 -2.225 1.535
N 2.254 -0.142 1.075
C 2.443 -0.697 -0.252
C 1.497 1.094 1.070
C -0.078 1.014 0.768
N -0.594 1.663 -0.402
H 0.924 0.324 3.517
H 0.323 -1.303 3.698
H 2.032 -0.961 3.929
H 3.347 -1.328 -0.262
H 2.566 0.124 -0.938
H 1.692 -1.321 -0.714
H 1.527 1.669 1.989
H 1.913 1.752 0.288
H -0.385 -0.033 0.816
H -0.397 1.449 1.775
H 0.104 1.819 -1.120
H -1.276 1.028 -0.826
O 0.960 1.215 -3.271
H 0.250 0.606 -3.568
H 1.273 1.486 -4.144
O 0.165 3.463 3.200
H -0.611 3.210 3.703
H -0.169 3.901 2.390
O -1.531 -0.124 -3.624
H -0.836 -0.800 -3.273
H -2.072 -0.690 -4.197
O -0.088 -2.105 -2.829
H -0.689 -2.449 -2.136
H 0.655 -1.925 -2.227
O -2.922 -0.002 -1.416
H -2.981 0.855 -1.865
H -2.319 -0.434 -2.104
O -1.589 -1.957 -0.472
H -2.519 -2.221 -0.471
H -1.228 -2.578 0.196
O -1.480 4.072 1.146
H -1.522 3.332 0.502
H -2.408 4.236 1.355
O -0.397 -4.469 0.931
H -0.607 -4.715 0.025
H 0.484 -4.048 0.938
*
```



11 unconnected molecules or ions with the total composition C5H29NO10, computed with ωB97M-V/def2-TZVPD.

Summary:
ΔE to the lowest compared entry with this formula, charge and spin: 356.6 kJ/mol
E_tot: -1014.6293 Eh
E_HOMO (spin up / spin down): -13.88 / -13.86 eV
Orbital gap (spin up / spin down): 10.5802 / 6.3244 eV

The geometry in ORCA input format:
```
! RIJCOSX wB97M-V def2-TZVPD def2/J DEFGRID3
* xyz 1 2
C -0.120 -0.421 -0.935
C 0.820 0.467 -0.648
N 0.816 1.045 0.641
C 0.168 -1.221 -2.266
C 1.394 -1.954 -2.025
C 1.322 -2.925 -1.066
H -0.965 -0.730 -0.289
H 1.557 0.609 -1.393
H 0.236 1.915 0.656
H 0.522 0.414 1.406
H 0.289 -0.502 -3.061
H -0.646 -1.737 -2.587
H 2.301 -1.569 -2.480
H 2.364 -3.469 -0.796
H 0.482 -3.469 -0.678
H 3.449 -0.631 0.700
H 2.892 0.005 1.837
O 3.700 -0.422 1.537
H 0.680 -0.947 3.472
H 2.254 -1.206 3.387
O 1.586 -0.613 3.534
H -0.617 3.881 1.331
H -1.747 2.863 0.637
O -0.800 3.334 0.588
H -1.808 0.627 -3.275
H -1.823 1.992 -2.572
O -2.344 1.340 -3.092
H 4.076 1.896 -0.237
H 3.747 0.402 -0.332
O 3.887 1.161 -0.797
H -1.473 -1.628 2.463
H -1.436 -2.080 3.961
O -1.006 -1.499 3.317
H -0.065 3.253 -1.168
H 0.411 2.700 -2.604
O -0.411 3.021 -2.196
H -3.279 -2.217 0.977
H -2.395 -1.148 0.531
O -2.662 -1.640 1.284
H -3.461 -1.195 -1.965
H -3.138 0.230 -1.773
O -3.032 -0.607 -1.362
H -2.313 0.264 2.245
H -1.345 1.214 2.881
O -2.070 1.199 2.210
*
```



11 unconnected molecules or ions with the total composition C5H29NO12, computed with ωB97M-V/def2-TZVPD.

Summary:
ΔE to the lowest compared entry with this formula, charge and spin: 423.2 kJ/mol
E_tot: -1165.4678 Eh
E_HOMO: -9.38 eV
Orbital gap: 9.2869 eV
SMILES: CC[C@@H](C=O)NC=O.O.O.O.O.O.O.O.O.O.O

The geometry in ORCA input format:
```
! RIJCOSX wB97M-V def2-TZVPD def2/J DEFGRID3
* xyz 0 1
C 1.669 1.410 2.148
C 0.756 0.731 1.126
C -0.259 0.096 2.038
C -1.269 1.036 2.775
O -1.446 1.058 4.001
N -1.179 -0.702 1.145
C -1.086 -2.015 0.982
O -0.157 -2.589 1.494
H 1.194 2.327 2.359
H 1.982 0.574 2.891
H 2.686 1.708 1.750
H 0.352 1.433 0.370
H 1.287 -0.052 0.496
H 0.312 -0.534 2.831
H -1.852 1.667 2.103
H -1.663 -0.124 0.492
H -1.944 -2.462 0.498
O 2.595 1.445 -2.097
H 1.760 0.986 -1.778
H 3.295 1.611 -1.376
O -0.262 -1.401 4.587
H -0.839 -1.859 4.032
H -0.633 -0.574 4.712
O -2.340 1.301 -1.084
H -1.801 2.092 -1.294
H -2.492 0.803 -1.840
O -3.485 0.926 1.337
H -3.341 0.870 0.306
H -3.965 1.833 1.422
O 1.535 -0.257 -3.879
H 2.355 0.300 -4.027
H 2.002 -0.746 -3.210
O 2.294 -1.868 1.269
H 1.422 -2.058 1.397
H 2.774 -2.586 1.527
O -0.248 2.238 -2.619
H 0.059 2.999 -2.995
H 0.514 1.581 -2.633
O 1.917 -1.678 -1.420
H 2.408 -1.705 -0.559
H 1.015 -1.963 -1.292
O -1.411 -0.051 -3.821
H -1.784 0.750 -4.006
H -0.521 0.129 -3.597
O -0.661 -2.319 -1.765
H -0.453 -2.789 -2.604
H -1.094 -1.574 -2.191
*
```



10 unconnected molecules or ions with the total composition C5H29NO9, computed with ωB97M-V/def2-TZVPD.

Summary:
ΔE to the lowest compared entry with this formula, charge and spin: 334.5 kJ/mol
E_tot: -939.7244 Eh
E_HOMO: -8.99 eV
Orbital gap: 9.1917 eV
SMILES: C/C=C/NCC.O.O.O.O.O.O.O.O.O

The geometry in ORCA input format:
```
! RIJCOSX wB97M-V def2-TZVPD def2/J DEFGRID3
* xyz 0 1
C -0.720 2.470 2.076
C -0.922 2.015 0.663
C -0.431 0.848 0.212
N -0.528 0.230 -1.077
C -1.841 -0.502 -1.076
C -1.859 -1.251 -2.422
H -0.214 3.432 2.166
H -1.777 2.667 2.377
H -0.331 1.671 2.696
H -1.591 2.597 0.099
H 0.059 0.190 0.963
H -0.413 0.958 -1.820
H -2.665 0.175 -0.902
H -1.950 -1.225 -0.300
H -0.861 -1.067 -2.865
H -2.427 -0.702 -3.222
H -2.283 -2.292 -2.458
O 4.358 0.798 -0.632
H 4.391 -0.171 -0.621
H 3.501 0.869 -0.215
O -0.599 -2.389 2.439
H -1.197 -2.003 1.801
H -1.145 -2.710 3.153
O 2.017 -0.387 0.606
H 2.211 -1.358 0.610
H 1.344 -0.470 -0.096
O -0.360 2.294 -2.910
H 0.316 2.717 -2.378
H -0.136 1.945 -3.785
O 2.151 2.312 -2.544
H 2.037 2.250 -3.492
H 2.802 1.752 -2.124
O -0.219 0.059 4.256
H 0.301 -0.633 3.810
H 0.191 0.859 3.944
O 1.190 -2.913 -1.518
H 2.122 -2.683 -1.424
H 0.776 -1.974 -1.667
O -3.652 0.763 0.916
H -2.775 1.000 1.228
H -4.087 0.343 1.665
O 2.028 -3.301 1.406
H 1.089 -3.043 1.523
H 2.094 -4.137 0.941
*
```



A single C5H2Br2N2 molecule, computed with ωB97M-V/def2-TZVPD.

Summary:
ΔE to the lowest compared entry with this formula, charge and spin: 157.8 kJ/mol
E_tot: -5449.1287 Eh
E_HOMO: -9.56 eV
Orbital gap: 8.4630 eV
SMILES: Brc1cnc2c(n1)[C@H]2Br

The geometry in ORCA input format:
```
! RIJCOSX wB97M-V def2-TZVPD def2/J DEFGRID3
* xyz 0 1
Br 0.054 -0.027 3.470
C 0.116 -0.039 1.626
C 0.997 0.871 1.021
N 1.101 0.977 -0.355
C 0.450 0.010 -0.955
C -0.508 -0.754 -0.302
N -0.859 -0.750 0.925
C -0.510 -0.681 -1.825
Br -1.978 0.306 -2.803
H 1.539 1.520 1.711
H -0.403 -1.434 -2.513
*
```



A gas-phase ion, C5H2BrN2O3 (charge +1), computed with ωB97M-V/def2-TZVPD.

Summary:
ΔE to the lowest compared entry with this formula, charge and spin: 0.0 kJ/mol
E_tot: -3100.4836 Eh
E_HOMO: -14.15 eV
Orbital gap: 6.4255 eV
SMILES: [H]/N=C1/C(=C=CBr)C(=O)O[N+]1=O

The geometry in ORCA input format:
```
! RIJCOSX wB97M-V def2-TZVPD def2/J DEFGRID3
* xyz 1 1
H 2.565 1.615 0.653
N 1.596 1.360 0.561
C 1.145 0.252 0.267
C -0.274 -0.171 0.089
C -1.327 0.590 0.244
C -2.512 1.097 0.156
Br -3.125 2.277 -1.184
C -0.218 -1.588 -0.434
O -1.022 -2.374 -0.763
O 1.190 -1.906 -0.507
N 1.998 -0.949 -0.011
O 3.165 -1.118 0.007
H -3.182 0.915 0.922
*
```



A gas-phase ion, C5H2N (charge +1), computed with ωB97M-V/def2-TZVPD.

Summary:
ΔE to the lowest compared entry with this formula, charge and spin: 0.0 kJ/mol
E_tot: -245.8487 Eh
E_HOMO (spin up / spin down): -16.05 / -15.45 eV
Orbital gap (spin up / spin down): 9.6380 / 6.9825 eV

The geometry in ORCA input format:
```
! RIJCOSX wB97M-V def2-TZVPD def2/J DEFGRID3
* xyz 1 3
C -0.091 0.688 2.626
C 0.120 0.440 3.787
C -0.017 -1.530 -1.119
C -0.027 -0.552 -0.394
C 0.104 1.210 1.231
N 0.010 0.529 0.217
H 0.135 -2.204 -1.914
H 0.372 2.314 1.105
*
```



2 unconnected molecules or ions with the total composition C5H2N2S2, computed with ωB97M-V/def2-TZVPD.

Summary:
E_tot: -1097.3895 Eh
E_HOMO (spin up / spin down): -9.01 / -9.61 eV
Orbital gap (spin up / spin down): 8.7047 / 5.3137 eV

The geometry in ORCA input format:
```
! RIJCOSX wB97M-V def2-TZVPD def2/J DEFGRID3
* xyz 0 3
C 0.833 1.042 1.370
C 1.085 1.307 -1.071
C -0.868 -1.685 0.247
C -0.009 -2.493 0.112
C 0.292 1.145 0.081
N 1.281 0.964 2.450
N 1.875 1.517 -1.885
S -2.125 0.971 -1.815
S -1.487 1.269 -0.016
H -1.693 -0.930 0.373
H 0.816 -3.107 0.155
*
```



A single C5H2O molecule, computed with ωB97M-V/def2-TZVPD.

Summary:
ΔE to the lowest compared entry with this formula, charge and spin: 32.7 kJ/mol
E_tot: -266.8063 Eh
E_HOMO: -9.39 eV
Orbital gap: 9.2353 eV
SMILES: C#Cc1cc1=O

The geometry in ORCA input format:
```
! RIJCOSX wB97M-V def2-TZVPD def2/J DEFGRID3
* xyz 0 1
C -1.672 -0.130 -1.005
C -0.478 -0.003 -0.897
C 0.859 0.323 -0.615
C 1.717 0.369 0.446
C 2.276 0.838 -0.744
O 3.081 1.275 -1.497
H -2.707 -0.278 -1.088
H 1.826 0.166 1.485
*
```



A single C5H2O molecule, computed with ωB97M-V/def2-TZVPD.

Summary:
ΔE to the lowest compared entry with this formula, charge and spin: 240.9 kJ/mol
E_tot: -266.7270 Eh
E_HOMO: -8.87 eV
Orbital gap: 9.0613 eV

The geometry in ORCA input format:
```
! RIJCOSX wB97M-V def2-TZVPD def2/J DEFGRID3
* xyz 0 1
C 0.473 -0.628 -0.301
C 1.416 -0.120 -1.164
C -0.588 -1.249 0.411
C -0.701 0.064 0.500
C 0.905 1.056 -0.612
O 0.644 2.157 -0.336
H -0.923 -2.270 0.773
H -1.225 0.990 0.729
*
```



A molecular structure, C5H2O, computed with ωB97M-V/def2-TZVPD.

Summary:
ΔE to the lowest compared entry with this formula, charge and spin: 301.6 kJ/mol
E_tot: -266.7039 Eh
E_HOMO (spin up / spin down): -9.52 / -9.51 eV
Orbital gap (spin up / spin down): 8.5304 / 8.5299 eV

The geometry in ORCA input format:
```
! RIJCOSX wB97M-V def2-TZVPD def2/J DEFGRID3
* xyz 0 1
O 0.747 -0.673 -1.784
C 0.774 -0.952 -0.610
C 0.127 -0.072 0.380
C -0.614 -0.277 1.568
C -1.578 0.456 0.641
C -0.502 1.182 0.177
H 1.279 -1.847 -0.208
H -0.234 2.182 -0.164
*
```



Which value of E_tot does entry 7 give?
-3100.4836 Eh